Record 1
Here is a cluster of 9 separate species, C54H63BrClNOP in total at a distorted geometry from the OMol25 dataset. Energies are from wB97M-V/def2-TZVPD.

Its total energy is -5600.78061 hartree. For the HOMO-LUMO gap, the calculation gives 0.211 hartree. Its net charge is +1. The value obtained for the highest occupied orbital energy is -10.47 eV. The spin multiplicity is 1.

XYZ file:
```
122
Properties=species:S:1:pos:R:3:forces:R:3
C 4.485 -5.966 -1.644 -0.2 0.3 0.3
C 3.510 -4.941 -2.225 0.3 -1.1 -0.5
C 2.112 -5.547 -2.302 -0.3 0.8 0.3
C 0.992 -4.506 -2.233 0.3 -0.5 0.0
C -0.351 -5.221 -2.352 0.5 0.6 0.1
C -1.498 -4.228 -2.220 0.0 -1.0 0.2
N -2.648 -4.874 -1.456 -0.5 0.9 -0.8
Br -3.964 -3.535 -1.095 0.1 0.0 0.3
P -3.353 -6.298 -2.373 0.4 -1.0 -0.8
O -4.680 -6.392 -1.497 -0.2 -0.4 0.2
Cl -3.997 -5.407 -4.088 0.2 0.1 0.5
H 4.596 -6.817 -2.308 0.2 -0.1 -0.2
H 5.446 -5.506 -1.441 0.2 -0.1 -0.1
H 4.101 -6.355 -0.704 0.0 0.0 0.2
H 3.859 -4.753 -3.236 0.0 0.6 -0.1
H 3.532 -4.023 -1.649 -0.1 0.2 0.1
H 1.980 -6.190 -1.434 -0.1 -0.3 0.0
H 1.961 -6.144 -3.198 0.3 -0.2 -0.1
H 1.074 -3.998 -1.273 -0.1 0.2 0.1
H 1.082 -3.764 -3.021 0.1 0.2 -0.1
H -0.361 -5.698 -3.326 -0.3 -0.3 -0.1
H -0.373 -6.003 -1.596 -0.2 -0.1 0.2
H -1.898 -3.996 -3.196 -0.1 0.5 -0.1
H -1.228 -3.341 -1.661 0.1 0.2 0.0
H -2.299 -5.259 -0.573 -0.1 0.2 0.1
H -4.937 -7.326 -1.378 -0.1 0.3 0.1
C 0.743 -0.060 -3.780 -0.1 0.0 0.0
C 1.075 -0.824 -2.670 0.0 0.0 0.0
C 2.361 -0.778 -2.153 0.0 -0.1 0.1
C 3.318 0.036 -2.741 0.0 0.0 0.0
C 2.986 0.804 -3.848 0.0 0.0 0.0
C 1.700 0.754 -4.369 0.0 -0.1 0.0
H -0.260 -0.095 -4.185 0.0 0.0 0.0
H 0.329 -1.456 -2.200 0.0 0.0 0.0
H 2.618 -1.379 -1.288 0.0 0.0 0.0
H 4.320 0.075 -2.334 0.0 0.0 0.0
H 3.729 1.445 -4.304 0.0 0.0 0.0
H 1.442 1.351 -5.233 0.0 0.0 0.0
C 0.440 -1.350 1.054 0.0 -0.2 -0.1
C 1.257 -0.778 2.016 0.1 0.0 0.0
C 1.276 -1.298 3.302 0.0 0.0 0.1
C 0.483 -2.391 3.625 0.0 0.0 0.1
C -0.335 -2.964 2.662 -0.1 -0.1 -0.1
C -0.357 -2.440 1.378 0.1 0.0 0.0
H 0.421 -0.944 0.050 0.0 0.0 0.0
H 1.880 0.071 1.765 0.0 0.0 0.0
H 1.912 -0.851 4.056 0.0 0.0 0.0
H 0.504 -2.798 4.628 0.0 0.0 0.0
H -0.952 -3.817 2.915 0.0 0.0 0.0
H -1.001 -2.883 0.623 0.0 0.0 0.0
C 1.809 3.964 2.877 0.0 0.0 0.0
C 2.626 4.534 3.844 0.0 0.0 0.0
C 2.647 4.014 5.130 0.0 0.0 0.0
C 1.857 2.918 5.449 0.0 0.0 0.0
C 1.043 2.345 4.482 0.0 0.0 0.0
C 1.016 2.871 3.198 0.0 0.0 0.0
H 1.790 4.373 1.875 0.0 0.0 0.0
H 3.246 5.385 3.595 0.0 0.0 0.0
H 3.279 4.462 5.885 0.0 0.0 0.0
H 1.875 2.510 6.452 0.0 0.0 0.0
H 0.427 1.490 4.729 0.0 0.0 0.0
H 0.375 2.427 2.445 0.1 0.0 0.0
C 1.074 4.125 -3.347 0.0 0.0 0.0
C 0.406 4.547 -4.488 0.0 0.0 0.0
C -0.256 5.766 -4.496 0.0 0.0 0.0
C -0.243 6.569 -3.364 0.0 0.0 0.0
C 0.428 6.150 -2.223 0.0 0.0 0.0
C 1.083 4.927 -2.213 0.0 0.0 0.0
H 1.587 3.174 -3.339 0.0 0.0 0.0
H 0.400 3.924 -5.374 0.0 0.0 0.0
H -0.783 6.092 -5.384 0.0 0.0 0.0
H -0.755 7.523 -3.371 0.0 0.0 0.0
H 0.440 6.778 -1.341 0.0 0.0 0.0
H 1.603 4.597 -1.322 0.0 0.0 0.0
C -2.283 0.694 0.664 0.1 0.0 0.0
C -2.421 2.001 1.108 0.0 0.0 0.0
C -3.624 2.671 0.931 0.0 0.0 0.0
C -4.692 2.033 0.316 0.0 0.0 0.0
C -4.556 0.725 -0.126 0.0 -0.1 0.0
C -3.351 0.058 0.045 0.0 0.1 0.0
H -1.345 0.171 0.802 -0.2 0.1 0.0
H -1.591 2.498 1.593 -0.1 0.0 0.0
H -3.729 3.692 1.272 0.0 0.0 0.0
H -5.630 2.555 0.182 0.0 0.0 0.0
H -5.392 0.228 -0.604 0.0 0.0 0.0
H -3.240 -0.962 -0.302 0.0 0.1 0.0
C 5.478 -6.182 4.019 0.0 0.0 0.0
C 5.636 -5.626 2.757 0.0 0.0 0.0
C 4.691 -4.736 2.268 0.0 0.0 0.0
C 3.592 -4.394 3.044 0.0 0.0 -0.1
C 3.436 -4.947 4.307 0.0 0.0 0.0
C 4.377 -5.844 4.793 0.0 0.0 0.0
H 6.214 -6.878 4.400 0.0 0.0 0.0
H 6.497 -5.888 2.155 0.0 0.0 0.0
H 4.813 -4.306 1.281 0.0 0.0 0.0
H 2.856 -3.695 2.664 0.0 0.0 0.0
H 2.579 -4.679 4.913 0.0 0.0 0.0
H 4.253 -6.278 5.777 0.0 0.0 0.0
C -3.848 0.557 7.076 0.0 0.0 0.0
C -3.074 0.660 8.223 0.0 0.0 0.0
C -1.702 0.462 8.156 0.0 0.0 0.0
C -1.103 0.170 6.938 0.0 0.0 0.0
C -1.877 0.070 5.790 0.0 0.0 0.0
C -3.250 0.260 5.859 0.0 0.0 0.0
H -4.918 0.709 7.130 0.0 0.0 0.0
H -3.540 0.894 9.171 0.0 0.0 0.0
H -1.099 0.537 9.051 0.0 0.0 0.0
H -0.032 0.020 6.885 0.0 0.0 0.0
H -1.410 -0.157 4.839 0.0 0.0 0.0
H -3.854 0.178 4.964 0.0 0.0 0.0
C -5.010 7.386 -7.042 0.0 0.0 0.0
C -4.242 8.280 -7.776 0.0 0.0 0.0
C -3.140 8.890 -7.194 0.0 0.0 0.0
C -2.801 8.601 -5.880 0.0 0.0 0.0
C -3.567 7.704 -5.147 0.0 0.0 0.0
C -4.673 7.099 -5.727 0.0 0.0 0.0
H -5.871 6.913 -7.496 0.0 0.0 0.0
H -4.504 8.502 -8.802 0.0 0.0 0.0
H -2.546 9.592 -7.764 0.0 0.0 0.0
H -1.939 9.075 -5.427 0.0 0.0 0.0
H -3.301 7.477 -4.122 0.0 0.0 0.0
H -5.272 6.404 -5.153 0.0 0.0 0.0
```
Positions in Å, forces in eV/Å.

***

Record 2
Here is a cluster of 10 separate species, C54H63Cl6N5O4 in total at a distorted geometry from the OMol25 dataset. Energies are from wB97M-V/def2-TZVPD.

Its total energy is -5431.35575 hartree. For the HOMO-LUMO gap, the calculation gives 0.296 hartree. The value obtained for the highest occupied orbital energy is -9.16 eV. The spin multiplicity is 1. The calculation puts the energy above the lowest of the compared OMol25 structures with the same formula, charge and spin at 0.0 kcal/mol. The SMILES is O=C1c2ccccc2C(=O)c2ccccc21.O=C1c2ccccc2C(=O)c2ccccc21.CCCC#N.CCCC#N.CCCC#N.CCCC#N.CCCC#N.ClCCCl.ClCCCl.ClCCCl.

XYZ file:
```
132
Properties=species:S:1:pos:R:3:forces:R:3
Cl -1.236 -1.156 -3.976 0.8 -0.5 0.2
C -1.684 -1.395 -2.251 0.6 -1.3 0.1
C -0.719 -2.427 -1.639 -0.3 0.9 -0.3
Cl -1.183 -4.108 -2.026 0.0 0.0 -0.2
H -2.692 -1.794 -2.182 0.3 0.1 -0.2
H -1.638 -0.424 -1.767 0.1 -0.2 0.1
H -0.751 -2.379 -0.555 0.3 0.2 -0.2
H 0.258 -2.220 -2.062 0.2 -0.4 0.3
Cl -1.504 -1.412 3.596 -0.1 -0.1 0.0
C -0.444 -0.666 2.353 0.0 0.4 0.3
C -1.112 0.607 1.866 -0.7 -0.4 0.0
Cl 0.032 1.638 0.998 0.3 0.2 -0.2
H -0.273 -1.408 1.578 0.0 0.1 -0.1
H 0.482 -0.438 2.876 0.1 0.0 -0.1
H -1.514 1.196 2.688 0.2 -0.1 0.2
H -1.939 0.389 1.189 0.1 -0.1 0.0
Cl 3.355 0.699 4.189 -0.2 -0.1 0.4
C 3.634 0.248 2.497 0.1 0.0 -0.6
C 4.475 -1.019 2.405 0.5 0.8 1.2
Cl 5.360 -1.065 0.881 -0.2 -0.4 -0.6
H 4.196 1.075 2.068 -0.1 0.0 -0.1
H 2.669 0.174 2.000 0.0 0.0 0.0
H 3.946 -1.939 2.637 -0.2 0.0 -0.4
H 5.258 -0.884 3.152 -0.1 -0.3 0.1
C -3.210 -1.334 7.095 0.9 -0.4 -0.3
C -2.832 0.057 6.579 -0.3 0.1 -0.3
C -2.490 0.957 7.785 -0.6 0.1 -0.5
C -2.322 2.362 7.465 0.2 0.4 -0.5
N -2.119 3.453 7.170 -0.1 0.1 0.0
H -4.013 -1.380 7.830 -0.1 0.5 0.0
H -2.319 -1.754 7.570 -0.1 -0.2 0.1
H -3.493 -2.030 6.304 0.1 0.2 -0.2
H -3.601 0.422 5.892 -0.4 0.5 0.7
H -1.995 0.070 5.879 0.4 -0.5 0.4
H -1.530 0.657 8.207 -0.3 -0.3 0.3
H -3.314 0.896 8.498 0.3 -0.2 0.3
C 0.345 3.621 4.008 0.0 0.2 1.0
C 0.883 4.432 5.204 -0.4 -0.3 -1.0
C 2.423 4.489 5.220 -0.8 0.0 0.2
C 2.943 4.968 3.939 0.1 -0.2 0.5
N 3.366 5.350 2.946 0.1 0.1 -0.4
H 0.634 4.164 3.111 -0.1 -0.6 -0.4
H -0.742 3.553 4.086 0.0 0.2 -0.2
H 0.699 2.589 4.071 0.3 0.1 -0.5
H 0.484 3.994 6.117 0.2 0.3 0.2
H 0.481 5.436 5.053 0.1 0.1 0.5
H 2.813 3.492 5.422 0.2 0.1 0.0
H 2.720 5.176 6.012 0.3 -0.1 0.0
C 1.171 4.478 -0.488 0.3 0.1 -0.3
C -0.168 5.076 -0.890 0.2 0.4 1.4
C -0.600 4.908 -2.336 0.7 0.0 -0.7
C 0.507 4.921 -3.297 0.3 0.4 0.1
N 1.376 4.955 -4.047 0.0 -0.1 0.0
H 1.290 4.444 0.594 -0.1 -0.1 0.0
H 1.992 5.093 -0.862 0.0 -0.1 -0.1
H 1.311 3.480 -0.906 0.0 -0.1 0.1
H -0.127 6.143 -0.640 0.2 0.1 -0.4
H -0.937 4.780 -0.169 0.2 -0.6 -0.7
H -1.275 5.729 -2.581 0.5 -0.3 -0.4
H -1.133 3.978 -2.559 0.3 0.1 0.4
C 2.197 -6.432 -0.581 -0.4 0.2 0.4
C 3.294 -6.137 0.442 0.7 -0.7 -0.1
C 3.847 -4.707 0.450 -0.5 0.2 -1.1
C 2.701 -3.802 0.628 0.4 0.2 0.2
N 1.764 -3.159 0.801 0.1 0.0 0.1
H 1.288 -5.872 -0.349 0.0 0.2 -0.2
H 1.912 -7.482 -0.514 0.1 -0.1 0.0
H 2.492 -6.234 -1.611 0.1 0.2 0.0
H 4.128 -6.788 0.165 0.1 0.0 0.4
H 2.958 -6.406 1.445 0.0 -0.1 0.0
H 4.320 -4.547 -0.526 -0.4 0.4 -0.1
H 4.661 -4.458 1.129 -0.3 -0.3 0.5
C -1.063 -4.568 1.798 -0.1 0.4 0.0
C -2.516 -4.959 2.111 1.2 -0.7 -0.4
C -3.563 -3.857 1.907 -0.1 0.0 -0.3
C -3.209 -2.805 0.951 0.6 -0.1 0.2
N -2.859 -1.975 0.240 -0.4 0.0 0.2
H -1.022 -4.069 0.829 0.1 0.1 0.1
H -0.382 -5.414 1.711 -0.3 -0.2 0.1
H -0.650 -3.924 2.574 0.0 0.2 -0.2
H -2.539 -5.343 3.131 -0.4 0.1 0.1
H -2.708 -5.823 1.470 -0.5 0.1 0.0
H -3.754 -3.351 2.853 -0.3 0.0 0.0
H -4.469 -4.282 1.472 -0.2 -0.1 0.6
C 1.585 0.647 -2.020 -0.3 0.3 0.4
C 2.067 -0.350 -1.187 0.5 0.5 0.4
C 2.840 -1.336 -1.719 0.2 -1.7 -0.9
C 2.981 -1.476 -3.096 -1.0 1.4 -0.7
C 2.342 -0.529 -3.953 0.6 -0.5 0.3
C 1.663 0.547 -3.402 0.2 0.1 0.6
C 2.363 -0.679 -5.439 -0.3 -0.7 0.5
O 1.783 0.096 -6.155 0.0 0.5 -0.4
C 2.975 -1.931 -5.977 0.4 0.3 0.1
C 2.962 -2.161 -7.342 -0.5 -0.4 -0.4
C 3.457 -3.348 -7.866 0.6 0.3 -0.4
C 4.001 -4.307 -7.038 0.3 0.0 1.1
C 4.051 -4.059 -5.669 0.4 0.4 0.2
C 3.592 -2.855 -5.125 -0.5 -0.5 -0.8
C 3.657 -2.648 -3.661 0.4 -0.7 0.3
O 4.211 -3.472 -2.950 0.0 0.2 0.0
H 1.165 1.528 -1.556 -0.4 -0.1 -0.2
H 1.958 -0.360 -0.109 -0.3 0.4 -0.1
H 3.231 -2.153 -1.130 0.1 0.3 0.2
H 1.195 1.314 -4.003 0.2 -0.1 -0.3
H 2.490 -1.463 -8.021 0.1 0.3 0.2
H 3.565 -3.462 -8.938 -0.4 -0.1 0.0
H 4.470 -5.216 -7.388 -0.2 0.0 -0.3
H 4.559 -4.733 -4.992 -0.2 -0.2 0.0
C -3.327 0.596 -5.448 -0.8 0.5 0.2
C -3.823 -0.289 -4.495 0.5 -0.2 -0.2
C -3.863 0.070 -3.161 -0.9 -0.2 -0.4
C -3.579 1.374 -2.808 -0.3 0.8 0.1
C -3.414 2.347 -3.800 0.6 -0.5 0.0
C -3.206 1.944 -5.128 0.2 -0.5 0.1
C -3.378 3.779 -3.425 0.4 -0.1 -0.5
O -3.459 4.612 -4.303 0.1 0.5 0.3
C -3.217 4.149 -1.979 -1.3 -0.9 0.4
C -3.125 5.484 -1.639 -0.6 0.0 0.3
C -3.068 5.867 -0.303 -0.4 0.4 -0.6
C -3.158 4.905 0.673 -0.1 -1.5 0.7
C -3.230 3.538 0.348 0.3 0.4 -0.1
C -3.256 3.138 -0.977 0.0 1.6 -0.9
C -3.399 1.735 -1.375 -0.5 -1.3 0.1
O -3.378 0.824 -0.563 0.1 0.5 0.3
H -3.087 0.217 -6.432 0.0 0.2 -0.1
H -3.917 -1.330 -4.780 -0.3 0.1 0.1
H -4.099 -0.693 -2.431 -0.1 0.5 0.1
H -2.844 2.624 -5.885 -0.2 0.3 0.1
H -3.067 6.203 -2.446 -0.3 0.1 0.1
H -2.959 6.921 -0.086 -0.1 0.0 0.3
H -3.143 5.091 1.739 0.1 0.6 -0.1
H -3.194 2.776 1.115 -0.2 0.1 0.1
```
Positions in Å, forces in eV/Å.

***

Look up the highest occupied orbital energy of the first one.
-10.47 eV

***

Look up the HOMO-LUMO gap of the second one.
0.296 hartree

***

What is the formula in the second record?
C54H63Cl6N5O4